(1)
62
Properties=species:S:1:pos:R:3:mulliken_charge:R:1 method="wB97M-V/def2-TZVPD" homo_energy_ev=-9.3 de_lowest_ev=0.000 smiles="O=C1CCCO1.O=C1CCCO1.O=C1CCCO1.C1CCOC1.C1CCOC1" orbital_gap_ev=9.89 energy_ha=-1384.34834
C 0.174 -0.030 -6.732 -0.638
C -0.475 0.764 -5.617 -0.374
C -1.369 -0.271 -4.935 0.261
O -1.784 -1.163 -5.940 -0.478
C -0.920 -1.087 -7.072 -0.503
H 1.073 -0.526 -6.368 0.239
H 0.424 0.572 -7.604 0.334
H -1.011 1.674 -5.898 0.297
H 0.266 1.193 -4.934 0.257
H -2.077 0.223 -4.257 0.316
H -0.818 -0.823 -4.154 -0.362
H -1.424 -0.776 -7.983 0.324
H -0.423 -2.054 -7.124 0.294
C 4.064 0.360 0.714 -0.256
C 4.154 -1.114 1.026 -0.754
C 2.789 -1.385 1.682 0.346
O 2.492 -0.152 2.341 -0.380
C 3.388 0.884 1.994 -0.486
H 3.417 0.450 -0.162 -0.022
H 5.023 0.813 0.463 0.382
H 4.928 -1.424 1.729 0.309
H 4.277 -1.711 0.118 0.393
H 2.943 -2.211 2.383 0.172
H 1.930 -1.559 1.028 -0.334
H 4.157 1.091 2.743 0.310
H 2.860 1.810 1.771 0.285
O -1.752 -0.809 3.557 -0.617
C -0.966 -1.454 4.172 0.616
O -0.670 -1.243 5.480 -0.394
C 0.046 -2.370 5.985 -0.479
C 0.822 -2.915 4.785 -0.450
C -0.177 -2.641 3.656 0.256
H -0.684 -3.092 6.355 0.271
H 0.739 -2.048 6.758 0.356
H 1.001 -3.988 4.853 0.340
H 1.773 -2.416 4.606 0.148
H -0.906 -3.450 3.576 0.384
H 0.248 -2.394 2.689 -0.414
O 0.518 2.063 -2.055 -0.626
C 0.306 0.908 -1.832 0.469
O 0.937 -0.116 -2.420 -0.434
C 0.613 -1.382 -1.879 -0.407
C -0.528 -1.168 -0.874 -0.121
C -0.715 0.364 -0.838 0.326
H 1.491 -1.913 -1.504 0.354
H 0.320 -2.048 -2.699 0.247
H -0.235 -1.623 0.072 -0.323
H -1.487 -1.628 -1.116 0.374
H -0.456 0.586 0.196 -0.029
H -1.665 0.756 -1.191 0.159
O -3.679 1.603 -0.089 -0.576
C -3.456 2.493 0.682 0.536
O -4.303 3.508 0.857 -0.384
C -3.951 4.319 1.969 -0.414
C -2.549 3.853 2.458 -0.571
C -2.209 2.650 1.547 0.102
H -4.687 4.197 2.758 0.284
H -3.805 5.322 1.566 0.293
H -2.712 3.430 3.448 0.229
H -1.875 4.697 2.386 0.348
H -2.077 1.647 1.962 0.068
H -1.327 2.754 0.913 0.146

(2)
105
Properties=species:S:1:pos:R:3:mulliken_charge:R:1 method="wB97M-V/def2-TZVPD" homo_energy_ev=-10.8 total_charge=+1 orbital_gap_ev=6.73 energy_ha=-3223.92899
C -2.636 -0.540 4.891 -0.778
C -3.298 0.568 4.374 -0.425
C -2.661 1.645 3.513 -1.277
C -1.412 1.164 2.881 0.119
N -1.334 0.308 1.929 1.313
C -2.560 -0.280 1.370 -1.680
C -3.408 0.713 0.523 -0.993
C -3.551 0.389 -0.973 0.594
C -5.038 0.334 -1.354 -1.106
C -5.323 0.413 -2.855 -0.614
O -5.506 -0.852 -3.508 -0.382
C -4.428 -1.683 -3.394 0.740
C -4.455 -2.768 -2.341 -0.948
O -3.493 -1.569 -4.158 -0.492
C 0.070 -0.087 1.481 0.829
C 0.381 -1.344 2.326 -0.811
C 1.281 -2.429 1.733 -1.196
C 2.665 -1.982 1.291 -0.350
O 3.420 -3.086 0.840 -0.520
C 0.247 -0.083 -0.037 -1.176
C -0.237 -1.315 -0.843 -0.408
C 0.864 -1.971 -1.686 -1.106
C 1.040 -1.264 -3.044 0.124
S 2.774 -0.862 -3.211 1.266
O 3.559 -2.029 -2.946 -0.623
O 3.069 0.244 -2.348 -0.607
Cl 3.100 -0.389 -5.160 -0.235
C 0.817 1.190 1.989 0.069
F 0.889 2.207 1.066 -0.543
B 2.345 1.041 2.539 0.661
N 3.481 1.587 1.783 -0.554
O 2.601 0.384 3.689 -0.672
C 0.020 1.555 3.237 -1.384
N 0.339 2.822 3.886 0.843
C 0.567 2.742 5.337 0.476
C -0.423 2.069 6.260 -0.792
O 1.603 3.201 5.768 -0.561
C -0.468 3.936 3.540 0.776
C -0.635 4.388 2.112 -0.847
O -1.025 4.555 4.438 -0.564
H -1.945 -0.392 5.715 0.348
H -2.809 -1.515 4.451 0.304
H -4.366 0.701 4.547 0.433
H -2.447 2.508 4.155 0.426
H -3.376 2.020 2.790 0.533
H -2.323 -1.135 0.747 0.807
H -3.180 -0.677 2.167 0.828
H -3.056 1.728 0.695 0.432
H -4.408 0.689 0.955 0.642
H -3.097 1.175 -1.577 0.416
H -3.049 -0.534 -1.249 -0.820
H -5.546 1.174 -0.881 0.631
H -5.517 -0.560 -0.956 0.288
H -4.588 1.017 -3.389 0.235
H -6.275 0.920 -2.976 0.376
H -3.613 -2.674 -1.661 0.114
H -5.364 -2.664 -1.756 0.356
H -4.398 -3.744 -2.810 0.400
H 0.782 -1.102 3.306 0.393
H -0.578 -1.821 2.535 0.409
H 0.826 -2.980 0.913 0.448
H 1.435 -3.177 2.509 0.543
H 3.179 -1.560 2.157 0.593
H 2.638 -1.179 0.551 -0.153
H 4.228 -3.123 1.350 0.489
H -0.328 0.766 -0.406 0.787
H 1.276 0.138 -0.304 0.801
H -1.012 -0.997 -1.538 -0.402
H -0.706 -2.087 -0.237 1.055
H 0.594 -3.008 -1.855 0.254
H 1.829 -1.993 -1.184 -0.114
H 0.832 -1.967 -3.847 0.547
H 0.426 -0.381 -3.159 -0.547
H 3.491 2.600 1.774 0.286
H 3.411 1.241 0.830 0.252
H 3.510 0.538 3.972 0.347
H 0.280 0.811 3.995 0.326
H -0.317 0.988 6.194 0.122
H -1.445 2.387 6.074 0.287
H -0.143 2.365 7.263 0.459
H 0.303 4.339 1.571 0.249
H -1.410 3.826 1.595 0.054
H -0.914 5.434 2.152 0.463
N -1.800 3.088 -6.497 -0.548
C -0.731 2.946 -5.719 -0.479
C -0.541 1.869 -4.865 -0.418
C -1.521 0.888 -4.817 0.296
C -2.640 1.019 -5.617 -0.506
C -2.729 2.135 -6.438 -0.392
H 0.008 3.737 -5.787 0.359
H 0.354 1.807 -4.257 0.376
H -1.420 0.027 -4.167 0.511
H -3.423 0.277 -5.606 0.481
H -3.586 2.280 -7.085 0.362
N 8.813 -3.096 -0.955 -0.560
C 7.628 -3.398 -0.429 -0.269
C 6.420 -3.186 -1.076 -0.311
C 6.440 -2.626 -2.343 -0.169
C 7.665 -2.305 -2.906 -0.563
C 8.816 -2.560 -2.174 -0.209
H 7.658 -3.833 0.565 0.343
H 5.484 -3.453 -0.604 0.408
H 5.511 -2.446 -2.874 0.691
H 7.729 -1.866 -3.892 0.373
H 9.795 -2.327 -2.578 0.360

(3)
153
Properties=species:S:1:pos:R:3:mulliken_charge:R:1 method="wB97M-V/def2-TZVPD" homo_energy_ev=-0.5 total_charge=-2 de_lowest_ev=0.980 orbital_gap_ev=4.22 energy_ha=-5183.57468
Hg 0.438 0.461 0.030 2.842
C 3.864 3.061 -3.906 -1.497
C 3.694 1.719 -3.188 0.699
C 4.846 1.423 -2.267 0.601
C 6.085 1.076 -2.781 -0.569
C 7.172 0.852 -1.948 -1.085
C 7.006 0.983 -0.580 -0.524
C 5.778 1.324 -0.026 0.817
C 5.661 1.419 1.477 -0.106
C 6.376 2.653 2.037 -1.447
C 4.671 1.542 -0.873 -0.743
N 3.403 1.819 -0.379 1.278
C 3.178 2.908 0.248 -1.315
C 1.961 3.303 0.870 -0.265
C 1.742 4.557 1.473 -0.893
C 0.426 4.549 1.929 -1.516
C -0.089 3.292 1.582 -0.600
N 0.827 2.549 0.958 1.571
H 3.002 3.263 -4.549 0.346
H 4.766 3.074 -4.523 0.457
H 3.942 3.869 -3.175 0.286
H 3.597 0.916 -3.925 0.591
H 2.783 1.744 -2.598 -1.020
H 6.198 0.969 -3.856 0.410
H 8.135 0.578 -2.363 0.347
H 7.846 0.795 0.082 0.405
H 6.085 0.518 1.928 0.644
H 4.612 1.459 1.760 -0.401
H 7.429 2.663 1.748 0.354
H 6.316 2.680 3.128 0.428
H 5.918 3.564 1.648 0.292
H 3.979 3.661 0.325 0.132
H 2.464 5.358 1.554 0.477
H -0.103 5.346 2.431 0.410
H -1.082 2.911 1.780 0.334
N -0.359 1.186 -4.780 0.281
C -0.220 -0.181 -4.828 -2.096
C 0.252 -0.544 -3.603 -0.016
N 0.380 0.550 -2.804 1.726
C 0.019 1.588 -3.530 -0.681
C 0.121 2.969 -3.128 -0.577
N 0.682 3.376 -2.021 0.818
C 0.640 4.736 -2.040 -0.277
C 0.049 5.175 -3.190 -1.584
N -0.271 4.036 -3.894 0.058
H -0.770 1.750 -5.500 0.191
H -0.469 -0.751 -5.706 0.532
H 0.485 -1.527 -3.236 0.061
H 1.031 5.311 -1.215 0.481
H -0.179 6.156 -3.568 0.455
H -0.790 4.015 -4.751 0.138
C -2.736 3.632 -0.822 -1.727
Ge -2.446 1.680 -0.297 1.500
C -3.433 1.740 1.493 -0.249
C -3.537 2.898 2.267 0.197
C -4.087 2.887 3.544 -0.824
C -4.545 1.697 4.093 -0.620
C -4.458 0.529 3.344 -0.593
C -3.908 0.558 2.072 -0.160
C -3.917 1.063 -1.627 -1.382
C -3.371 0.556 -2.789 0.409
C -4.138 0.070 -3.863 -0.897
C -5.503 0.052 -3.780 -1.316
C -6.137 0.590 -2.639 1.036
C -7.551 0.631 -2.560 -0.814
C -8.185 1.211 -1.499 -0.526
C -7.421 1.795 -0.471 -0.953
C -6.053 1.757 -0.514 -0.239
C -5.349 1.129 -1.573 1.352
H -3.756 3.959 -0.596 0.519
H -2.583 3.737 -1.900 0.376
H -2.028 4.300 -0.325 0.384
H -3.189 3.842 1.855 0.232
H -4.162 3.808 4.113 0.357
H -4.968 1.679 5.091 0.344
H -4.820 -0.405 3.762 0.307
H -3.855 -0.361 1.494 0.520
H -2.291 0.487 -2.857 -0.292
H -3.642 -0.311 -4.752 0.429
H -6.118 -0.347 -4.581 0.273
H -8.124 0.198 -3.375 0.339
H -9.268 1.236 -1.453 0.357
H -7.922 2.276 0.361 0.429
H -5.477 2.214 0.272 0.479
C 4.082 -1.883 0.006 -1.147
C 3.327 -3.031 -0.670 -0.218
C 2.900 -2.614 -2.079 -1.363
C 2.213 -3.532 0.245 0.564
C 2.414 -4.789 0.776 -0.576
C 1.582 -5.341 1.750 -1.685
C 0.516 -4.563 2.163 -0.222
C 0.212 -3.310 1.639 0.619
C -1.104 -2.759 2.201 0.178
C -2.296 -3.526 1.605 -1.080
C -1.374 -1.266 2.084 -0.111
C 1.045 -2.702 0.606 0.173
N 0.844 -1.579 -0.055 -0.264
H 4.972 -1.606 -0.567 0.580
H 4.394 -2.174 1.013 0.376
H 3.430 -1.010 0.076 -0.245
H 4.033 -3.863 -0.783 0.589
H 2.203 -1.785 -1.988 -0.261
H 2.415 -3.450 -2.594 0.317
H 3.773 -2.304 -2.666 0.628
H 3.267 -5.370 0.429 0.220
H 1.767 -6.323 2.173 0.246
H -0.139 -4.963 2.938 0.371
H -1.091 -2.987 3.277 0.349
H -2.375 -3.305 0.539 -0.307
H -3.236 -3.232 2.088 0.589
H -2.170 -4.604 1.719 0.448
H -2.240 -1.003 2.703 0.805
H -0.517 -0.684 2.416 -0.756
H -1.596 -0.983 1.055 -1.377
C -0.828 -4.596 -1.961 -1.642
C -2.080 -4.092 -2.678 2.001
C -3.342 -4.583 -1.953 -1.672
C -2.079 -4.609 -4.120 -2.093
N -2.029 -2.629 -2.776 0.040
N -1.882 -1.910 -1.575 1.219
H -0.854 -5.685 -1.889 0.592
H -0.735 -4.190 -0.952 0.499
H 0.066 -4.301 -2.514 0.058
H -3.363 -5.674 -1.888 0.419
H -4.239 -4.242 -2.479 0.368
H -3.373 -4.191 -0.934 0.334
H -1.932 -5.692 -4.141 0.423
H -1.267 -4.133 -4.669 0.380
H -3.025 -4.383 -4.621 0.396
H -2.870 -2.288 -3.229 0.074
H -0.915 -1.947 -1.237 -1.385
H -2.504 -2.244 -0.845 -0.005
C 1.609 -2.386 4.813 -0.912
N 1.998 -1.039 4.407 0.153
C 2.890 -1.047 3.254 -0.893
C 1.029 -0.043 4.392 0.272
N 0.969 0.776 3.426 -0.301
N 0.168 -0.056 5.521 0.368
C -1.047 0.719 5.383 -1.071
C 0.820 0.119 6.803 -1.290
H 1.365 -2.999 3.936 0.171
H 0.740 -2.342 5.464 0.365
H 2.434 -2.867 5.348 0.354
H 3.731 -1.709 3.471 0.365
H 3.250 -0.038 3.069 0.293
H 2.382 -1.394 2.348 0.162
H 0.286 1.518 3.513 0.006
H -1.476 0.563 4.394 0.198
H -0.891 1.799 5.529 0.345
H -1.767 0.374 6.129 0.372
H 1.742 -0.457 6.824 0.400
H 0.159 -0.228 7.603 0.355
H 1.064 1.176 6.997 0.345

(4)
22
Properties=species:S:1:pos:R:3:lowdin_spin:R:1 method="wB97M-V/def2-TZVPD" s2=0.75 homo_energy_ev="-3.2 / -9.1" multiplicity=2 de_lowest_ev=2.362 orbital_gap_ev="3.48 / 9.44" energy_ha=-1049.88330
C -1.160 1.282 3.512 0.025
C -0.940 -0.083 2.862 0.023
S 0.781 -0.153 2.171 0.164
S 0.759 -2.085 1.356 0.106
H -1.188 2.052 2.748 0.024
H -0.356 1.466 4.225 0.002
H -2.080 1.240 4.099 0.002
H -1.613 -0.259 2.024 0.010
H -0.981 -0.928 3.545 0.001
H -0.048 -1.849 0.297 0.013
C 0.153 -1.206 -3.710 0.006
C 0.913 -0.430 -2.710 0.043
C 0.328 0.449 -1.901 0.089
N 0.957 1.092 -0.759 0.152
H -0.900 -0.922 -3.740 0.001
H 0.530 -1.133 -4.732 0.002
H 0.170 -2.269 -3.451 0.001
H 1.969 -0.611 -2.530 0.019
H -0.729 0.663 -1.974 0.027
H 1.991 0.986 -0.821 0.099
H 0.736 2.115 -0.639 0.171
H 0.708 0.583 0.126 0.022

(5)
71
Properties=species:S:1:pos:R:3:lowdin_spin:R:1 method="wB97M-V/def2-TZVPD" s2=6.04 homo_energy_ev="-15.2 / -16.3" multiplicity=5 total_charge=+3 de_lowest_ev=0.000 orbital_gap_ev="6.45 / 4.85" energy_ha=-2325.61687
Pt 0.658 0.723 0.534 1.438
C 3.510 0.604 1.880 0.005
C 2.441 0.194 2.906 0.007
N 1.196 0.976 2.740 0.119
C 1.352 2.403 3.113 0.008
C 0.580 3.341 2.191 0.006
N 0.692 2.979 0.762 0.085
C 1.915 3.413 0.049 0.006
C 3.158 2.666 0.508 0.007
N 2.939 1.201 0.643 0.123
H 4.226 1.302 2.314 0.002
H 4.075 -0.286 1.611 0.000
H 2.178 -0.849 2.759 0.000
H 2.844 0.307 3.915 0.003
H 0.474 0.547 3.307 0.001
H 1.023 2.565 4.140 0.002
H 2.413 2.638 3.100 0.000
H -0.482 3.301 2.438 0.000
H 0.913 4.368 2.362 0.002
H -0.100 3.385 0.278 0.001
H 1.739 3.217 -1.010 0.000
H 2.082 4.487 0.165 0.002
H 3.958 2.865 -0.206 0.002
H 3.508 3.052 1.462 0.000
H 3.355 0.737 -0.156 0.001
O -3.630 0.801 -3.272 0.200
C -2.619 0.788 -4.074 0.166
C -2.924 0.818 -5.480 0.162
C -1.911 0.813 -6.394 0.006
C -0.582 0.776 -5.944 0.285
C -0.269 0.744 -4.552 0.080
C -1.248 0.749 -3.608 0.086
C -0.875 0.725 -2.155 0.059
O 0.298 0.729 -1.809 0.188
N -1.953 0.730 -1.280 0.287
N -1.617 0.724 -0.007 0.277
C -2.696 0.772 0.819 0.078
S -2.439 1.014 2.480 0.106
C -4.165 0.697 2.959 0.012
C -5.053 1.175 1.826 0.008
S -4.294 0.644 0.263 0.076
H -3.295 0.774 -2.319 0.003
H -3.968 0.846 -5.764 0.004
H -2.125 0.837 -7.453 -0.003
H 0.226 0.773 -6.664 0.012
H 0.766 0.719 -4.236 0.002
H -4.359 1.245 3.880 0.000
H -4.264 -0.371 3.146 0.003
H -5.153 2.259 1.798 0.002
H -6.043 0.724 1.878 0.000
C -1.032 -4.189 0.846 0.000
N -0.138 -3.055 1.089 0.001
C -0.339 -2.328 2.331 -0.001
C 0.779 -2.630 0.199 0.008
N 1.241 -1.387 0.244 0.060
N 1.214 -3.523 -0.732 0.008
C 1.623 -4.877 -0.335 0.001
C 1.870 -3.037 -1.936 0.000
H -2.063 -3.867 0.999 0.000
H -0.821 -5.013 1.527 0.000
H -0.927 -4.534 -0.177 0.000
H -1.087 -2.854 2.918 0.000
H -0.684 -1.308 2.153 0.000
H 0.581 -2.292 2.915 0.000
H 2.019 -1.313 -0.398 0.002
H 1.216 -5.131 0.638 0.000
H 2.712 -4.933 -0.273 0.000
H 1.276 -5.608 -1.063 0.000
H 1.404 -2.110 -2.268 0.000
H 1.753 -3.781 -2.722 0.000
H 2.945 -2.873 -1.796 0.000

(6)
20
Properties=species:S:1:pos:R:3:mulliken_charge:R:1 method="wB97M-V/def2-TZVPD" homo_energy_ev=-8.0 de_lowest_ev=6.849 orbital_gap_ev=8.21 energy_ha=-536.10611
C 0.056 0.806 2.191 0.888
C 0.167 1.848 1.303 -1.390
C -0.004 1.510 -0.062 -0.828
C 0.082 0.230 -0.518 0.465
C -0.070 -0.033 -1.895 0.264
C -0.126 -1.312 -2.355 -0.860
C -0.240 -2.327 -1.496 -0.221
C -0.136 -2.120 -0.098 -0.351
C 0.004 -0.797 0.318 0.659
C -0.055 -0.456 1.697 -0.681
H 0.188 2.250 3.699 0.371
H 0.348 2.644 1.590 0.871
H 0.144 2.005 -0.956 0.579
H -0.533 1.552 -3.160 0.285
H -0.195 -1.543 -3.245 0.722
H 0.031 -3.519 -1.592 0.183
H -0.083 -3.119 0.730 0.124
H 0.009 -1.157 2.636 0.152
O 0.073 1.003 3.600 -0.650
O 0.180 1.098 -2.877 -0.583

(7)
11
Properties=species:S:1:pos:R:3:mulliken_charge:R:1 method="wB97M-V/def2-TZVPD" homo_energy_ev=-8.1 de_lowest_ev=1.397 smiles=Oc1ccc[nH]1 orbital_gap_ev=8.90 energy_ha=-285.36326
O 2.127 0.412 -0.249 -0.502
C 0.893 0.320 0.363 0.116
C 0.353 -0.894 0.687 -0.395
C -0.992 -0.875 0.247 -0.407
C -1.259 0.398 -0.203 -0.475
N -0.116 1.143 -0.101 -0.029
H 1.874 -0.012 -1.090 0.349
H 0.960 -1.722 1.025 0.386
H -1.617 -1.745 0.122 0.369
H -2.156 0.827 -0.623 0.389
H -0.067 2.148 -0.178 0.201

Copy entry 6 word for word.
20
Properties=species:S:1:pos:R:3:mulliken_charge:R:1 method="wB97M-V/def2-TZVPD" homo_energy_ev=-8.0 de_lowest_ev=6.849 orbital_gap_ev=8.21 energy_ha=-536.10611
C 0.056 0.806 2.191 0.888
C 0.167 1.848 1.303 -1.390
C -0.004 1.510 -0.062 -0.828
C 0.082 0.230 -0.518 0.465
C -0.070 -0.033 -1.895 0.264
C -0.126 -1.312 -2.355 -0.860
C -0.240 -2.327 -1.496 -0.221
C -0.136 -2.120 -0.098 -0.351
C 0.004 -0.797 0.318 0.659
C -0.055 -0.456 1.697 -0.681
H 0.188 2.250 3.699 0.371
H 0.348 2.644 1.590 0.871
H 0.144 2.005 -0.956 0.579
H -0.533 1.552 -3.160 0.285
H -0.195 -1.543 -3.245 0.722
H 0.031 -3.519 -1.592 0.183
H -0.083 -3.119 0.730 0.124
H 0.009 -1.157 2.636 0.152
O 0.073 1.003 3.600 -0.650
O 0.180 1.098 -2.877 -0.583